Version A
The following is a DFT calculation (wB97M-V/def2-TZVPD) of an isolated molecule of C4H7ClN2.

Properties
- Kohn-Sham gap (spin up / spin down) (eV) = 10.0 / 6.0
- charge = 0

Cartesian coordinates (Å):
C  1.32  -1.63  0.52
C  2.26  -0.75  0.68
C  0.05  -1.44  -0.44
C  -1.30  1.93  0.28
N  -0.51  -0.11  -0.58
N  -0.89  0.51  0.46
Cl  2.28  0.73  -0.18
H  1.36  -2.56  0.99
H  0.14  -1.91  -1.36
H  -0.63  -1.93  0.22
H  -1.83  2.07  1.17
H  -0.43  2.58  0.14
H  -1.83  2.01  -0.57
H  0.02  0.50  -1.34

---

Version B
The following is a DFT calculation (wB97M-V/def2-TZVPD) of a structure of composition C4H7ClN2.

Properties
- Kohn-Sham gap (spin up / spin down) (eV) = 8.8 / 8.8
- charge = 0

Cartesian coordinates (Å):
C  0.23  0.61  -0.71
C  0.90  -0.72  -0.33
C  0.44  1.92  0.03
C  0.22  -2.05  0.03
N  0.67  0.41  -2.05
N  1.27  -0.67  -1.77
Cl  2.37  -0.68  0.65
H  -1.63  0.12  -0.67
H  0.12  1.99  1.03
H  -0.10  2.64  -0.46
H  1.60  2.20  -0.10
H  -0.60  -2.24  -0.59
H  -0.26  -1.83  0.98
H  0.97  -2.72  0.03

---

Version C
The following is a DFT calculation (wB97M-V/def2-TZVPD) of an isolated molecule of C4H7ClN2.

Properties
- Kohn-Sham gap (eV) = 10.3
- structure (SMILES) = C[C@H]1C=N[C@@H](Cl)N1
- charge = 0

Cartesian coordinates (Å):
C  -0.98  0.89  0.73
C  -0.19  -0.29  0.36
C  -2.10  0.43  -1.11
C  1.32  0.01  0.23
N  -1.84  1.28  -0.04
N  -0.93  -0.87  -0.76
Cl  -1.56  1.12  -2.73
H  -0.69  1.50  1.48
H  -0.34  -0.97  1.17
H  -3.16  0.08  -1.25
H  1.55  0.59  1.10
H  1.42  0.56  -0.69
H  2.06  -0.94  0.00
H  -0.32  -0.86  -1.53

---

Version D
The following is a DFT calculation (wB97M-V/def2-TZVPD) of an isolated molecule of C4H7ClN2.

Properties
- Kohn-Sham gap (eV) = 10.0
- structure (SMILES) = C[C@H]1C=N[C@@H](Cl)N1
- charge = 0

Cartesian coordinates (Å):
C  0.52  -1.13  -0.67
C  -0.50  -0.60  0.29
C  1.83  0.35  0.41
C  -1.67  0.26  -0.39
N  1.71  -0.80  -0.50
N  0.28  0.33  1.14
Cl  2.13  1.85  -0.42
H  0.10  -1.80  -1.38
H  -1.12  -1.36  0.94
H  2.55  0.27  1.18
H  -2.08  0.86  0.39
H  -2.36  -0.41  -0.87
H  -1.25  0.86  -1.28
H  -0.14  1.30  1.16

---

Least stable structure: version A

---

Version A
The following is a DFT calculation (wB97M-V/def2-TZVPD) of a cluster of 3 separate species, C5H17N3 in total.

Properties
- Kohn-Sham gap (eV) = 8.1
- structure (SMILES) = C=C(C)C.CN.NN
- charge = 0

Cartesian coordinates (Å):
C  -0.97  -0.48  -0.53
C  -0.20  -0.64  -1.69
C  -1.86  -1.62  -0.09
C  -1.63  0.87  -0.34
C  0.11  0.13  2.38
N  0.39  -0.50  1.10
H  0.65  -1.48  1.24
H  -2.82  -1.57  -0.59
H  -2.56  0.92  -0.92
H  -0.27  0.13  -2.46
H  0.01  -1.65  -2.02
H  1.60  -0.07  -1.24
H  -1.41  -2.58  -0.32
H  -2.03  -1.57  0.99
H  -0.97  1.68  -0.66
H  -1.90  1.02  0.70
H  0.96  0.08  3.07
H  -0.76  -0.33  2.85
H  -0.11  1.19  2.21
N  2.41  0.39  -0.67
N  2.51  1.78  -1.09
H  2.74  2.34  -0.27
H  3.29  -0.05  -0.92
H  1.24  -0.06  0.62
H  1.58  2.07  -1.38

---

Version B
The following is a DFT calculation (wB97M-V/def2-TZVPD) of a cluster of 3 separate species, C5H17N3 in total.

Properties
- Kohn-Sham gap (eV) = 9.8
- structure (SMILES) = C=N.CCC.CNN
- charge = 0

Cartesian coordinates (Å):
C  0.97  1.10  0.47
C  0.94  -2.03  -0.94
C  1.64  0.42  1.66
C  1.97  1.44  -0.63
N  0.25  -2.59  -0.06
H  0.50  2.03  0.81
H  -1.72  -1.35  -0.25
H  0.78  -3.11  0.64
H  0.42  -1.47  -1.70
H  2.03  -2.05  -1.02
H  1.47  1.90  -1.48
H  2.74  2.12  -0.27
H  0.90  0.16  2.41
H  2.14  -0.49  1.34
H  2.38  1.07  2.11
H  2.46  0.53  -0.99
C  -2.69  0.21  0.67
N  -1.77  -0.34  -0.31
N  -2.04  0.01  -1.66
H  0.19  0.45  0.08
H  -3.03  -0.10  -1.89
H  -1.80  0.99  -1.78
H  -3.74  -0.05  0.48
H  -2.60  1.30  0.66
H  -2.40  -0.16  1.65

---

Least stable structure: version A

---

Version A
The following is a DFT calculation (wB97M-V/def2-TZVPD) of a cluster of 2 separate species, C4H13NOS2 in total.

Properties
- Kohn-Sham gap (eV) = 8.9
- structure (SMILES) = CSSC.NCCO
- charge = 0

Cartesian coordinates (Å):
C  0.48  -2.23  -0.45
O  0.43  -1.98  0.98
C  0.62  -0.92  -1.19
N  0.76  -1.16  -2.64
H  1.38  -2.80  -0.71
H  -0.43  -2.80  -0.80
H  0.68  -2.82  1.41
H  -0.28  -0.29  -0.93
H  1.52  -0.43  -0.74
H  1.66  -1.69  -2.77
H  0.94  -0.24  -3.17
C  -1.04  3.03  0.14
S  0.61  2.24  0.16
S  0.70  1.46  2.00
C  -0.77  0.41  2.08
H  -1.80  2.24  -0.02
H  -1.17  3.58  1.10
H  -1.10  3.82  -0.68
H  -0.94  0.08  1.05
H  -0.58  -0.48  2.77
H  -1.66  1.00  2.40

---

Version B
The following is a DFT calculation (wB97M-V/def2-TZVPD) of a structure of composition C4H13NOS2.

Properties
- Kohn-Sham gap (eV) = 6.3
- charge = 0

Cartesian coordinates (Å):
S  2.43  -2.26  -0.85
S  -3.06  -0.34  1.38
C  -1.99  -0.94  0.03
C  -0.49  -1.02  0.27
N  0.15  0.25  0.56
C  1.59  0.16  0.63
C  2.28  1.42  0.19
H  -2.65  -1.23  2.30
H  -2.27  -0.44  -0.88
H  -2.28  -2.00  0.02
H  -0.10  -1.48  -0.64
H  -0.29  -1.83  0.99
H  -0.20  0.58  1.45
H  2.03  -0.26  1.55
H  2.02  -0.67  -0.02
H  1.90  1.84  -0.74
H  3.34  1.17  0.06
H  2.17  2.25  0.89
H  -1.18  1.10  -2.86
H  -1.90  2.26  -2.33
O  -1.51  1.43  -2.02

---

Least stable structure: version B

---

Version A
The following is a DFT calculation (wB97M-V/def2-TZVPD) of an isolated molecule of C3H2N2S.

Properties
- Kohn-Sham gap (eV) = 7.4
- structure (SMILES) = N#C/N=C\C=S
- charge = 0

Cartesian coordinates (Å):
C  1.18  -0.45  0.01
C  0.30  0.69  -0.01
C  -1.95  -0.12  0.00
N  -2.91  -0.76  0.00
N  -0.97  0.72  0.00
S  2.82  -0.30  0.00
H  0.74  -1.44  0.02
H  0.79  1.66  -0.01

---

Version B
The following is a DFT calculation (wB97M-V/def2-TZVPD) of an isolated molecule of C3H2N2S.

Properties
- Kohn-Sham gap (eV) = 7.1
- structure (SMILES) = S=C1N=CC=N1
- charge = 0

Cartesian coordinates (Å):
C  -0.21  -0.56  1.04
C  0.44  -0.19  -0.88
C  -0.36  0.89  -0.42
H  1.15  -0.15  -1.85
H  -0.40  1.83  -1.09
N  0.44  -1.15  -0.01
N  -0.98  0.57  0.69
S  -0.09  -1.24  2.52

---

Version C
The following is a DFT calculation (wB97M-V/def2-TZVPD) of an isolated molecule of C3H2N2S.

Properties
- Kohn-Sham gap (eV) = 7.1
- structure (SMILES) = S=C1N=CC=N1
- charge = 0

Cartesian coordinates (Å):
C  -1.12  0.20  -0.48
C  1.05  0.12  -0.29
C  0.43  -0.38  0.88
H  2.09  0.20  -0.53
H  0.97  -0.69  1.78
N  0.12  0.51  -1.16
N  -0.89  -0.36  0.81
S  -2.66  0.38  -1.01

---

Least stable structure: version B

---

Version A
The following is a DFT calculation (wB97M-V/def2-TZVPD) of the ion C2H4NO2S with charge +1.

Properties
- Kohn-Sham gap (eV) = 12.1
- structure (SMILES) = C#[N+]S(C)(=O)=O
- charge = +1

Cartesian coordinates (Å):
C  -1.16  -2.49  0.00
C  0.25  1.04  0.07
N  -0.93  -1.37  0.01
O  -2.15  0.67  -1.21
O  -2.01  0.57  1.22
S  -1.41  0.52  -0.03
H  -1.20  -3.53  -0.14
H  0.02  2.00  -0.52
H  0.50  1.19  1.16
H  0.95  0.33  -0.46

---

Version B
The following is a DFT calculation (wB97M-V/def2-TZVPD) of a structure of composition C2H4NO2S.

Properties
- Kohn-Sham gap (spin up / spin down) (eV) = 9.2 / 9.0
- charge = +1

Cartesian coordinates (Å):
C  -0.74  -1.81  -1.40
C  0.58  0.58  1.41
N  -0.22  -1.09  -0.72
O  1.47  1.01  -1.03
O  -1.68  1.28  -1.11
S  0.28  0.77  -0.33
H  -1.45  -2.60  -1.85
H  1.19  -0.34  1.44
H  0.93  1.61  1.79
H  -0.36  0.60  1.79

---

Least stable structure: version B